# 1
Here is 3 unconnected molecules or ions with the total composition C17H39NO13P2S in a non-equilibrium geometry from the Open Molecules 2025 dataset. Energies are from the ωB97M-V functional and the def2-TZVPD basis.

Positions of all 73 atoms, in Å:
N 2.359 5.943 3.460
C 1.761 6.136 4.840
C 2.966 6.511 5.886
C 4.424 6.881 4.927
C 5.488 5.526 4.712
O 5.779 6.806 5.702
C 0.501 7.167 5.049
O -0.732 6.441 5.471
S -0.515 4.872 4.759
O -0.969 5.067 3.280
O -1.448 3.731 5.298
O 1.161 4.789 5.101
H 1.586 5.715 2.768
H 2.890 5.022 3.523
H 3.313 5.576 6.509
H 2.780 7.466 6.539
H 4.298 7.680 3.967
H 4.879 4.663 5.205
H 5.643 5.752 3.578
H 0.689 7.898 5.962
H 0.263 7.963 4.192
C -4.712 -2.141 2.096
C -3.601 -2.609 1.177
O -2.859 -1.509 0.687
P -1.736 -0.818 1.690
O -0.669 -1.917 1.464
O -1.083 0.215 0.557
C 0.328 0.269 0.384
C 0.739 -0.535 -0.835
O -2.928 0.410 1.942
C -2.510 1.573 2.640
C -2.227 2.706 1.667
H -4.298 -1.710 3.012
H -5.364 -2.974 2.373
H -5.314 -1.368 1.617
H -2.942 -3.318 1.683
H -4.036 -3.118 0.310
H 0.850 -0.062 1.287
H 0.602 1.319 0.229
H 0.367 -1.564 -0.790
H 1.828 -0.563 -0.932
H 0.318 -0.093 -1.744
H -1.640 1.359 3.268
H -3.336 1.863 3.297
H -1.215 2.624 1.260
H -2.290 3.676 2.170
H -2.920 2.691 0.820
C 0.859 -8.100 -5.165
C 0.793 -7.207 -6.388
O 0.097 -6.010 -6.097
P 0.904 -4.821 -5.273
O 1.690 -4.319 -6.509
O -0.283 -3.659 -5.409
C 0.055 -2.355 -5.866
C -0.312 -2.199 -7.329
O 0.026 -5.381 -3.892
C 0.096 -4.582 -2.721
C -1.151 -3.725 -2.583
H 1.484 -7.648 -4.390
H 1.281 -9.076 -5.420
H -0.132 -8.248 -4.737
H 1.793 -6.983 -6.769
H 0.239 -7.717 -7.183
H 1.112 -2.135 -5.684
H -0.521 -1.637 -5.273
H 0.134 -2.983 -7.949
H 0.015 -1.227 -7.709
H -1.396 -2.279 -7.461
H 1.003 -3.968 -2.723
H 0.156 -5.268 -1.871
H -1.063 -2.811 -3.176
H -1.300 -3.418 -1.543
H -2.042 -4.255 -2.934

The value obtained for the energy relative to the best compared isomer or geometry (same formula, charge and spin) is 1384.2 kJ/mol. Its SMILES is N[C@@]1(C[C@@H]2CO2)COS(=O)(=O)O1.CCOP(=O)(OCC)OCC.CCOP(=O)(OCC)OCC.


# 2
Here is 3 unconnected molecules or ions with the total composition C17H39NO4P from the Open Molecules 2025 dataset. Energies are from the ωB97M-V functional and the def2-TZVPD basis.

Positions of all 62 atoms, in Å:
C 2.389 -7.397 2.205
C 2.639 -6.574 0.980
O 2.352 -6.909 -0.134
O 3.310 -5.431 1.251
C 2.798 -4.223 0.642
C 1.802 -3.520 1.533
C 0.496 -4.283 1.805
N -0.657 -3.380 1.731
P -2.004 -3.938 1.104
O -1.549 -4.567 -0.405
O -2.286 -5.457 1.866
H 1.901 -6.789 2.964
H 3.348 -7.736 2.601
H 1.785 -8.258 1.937
H 3.669 -3.580 0.493
H 2.391 -4.444 -0.346
H 1.541 -2.577 1.048
H 2.290 -3.273 2.481
H 0.551 -4.698 2.822
H 0.407 -5.133 1.116
H -2.248 -5.140 -0.738
H -3.233 -5.460 2.044
C -2.274 -0.146 2.672
C -0.843 0.359 2.546
C -0.522 1.555 3.443
C -1.348 2.811 3.157
C -1.251 3.314 1.719
C 0.161 3.720 1.308
H -3.006 0.610 2.372
H -2.406 -1.020 2.037
H -2.491 -0.444 3.700
H -0.636 0.608 1.500
H -0.170 -0.464 2.794
H 0.543 1.792 3.355
H -0.679 1.269 4.489
H -1.029 3.609 3.838
H -2.398 2.617 3.392
H -1.916 4.176 1.603
H -1.622 2.549 1.034
H 0.547 4.512 1.954
H 0.168 4.093 0.282
H 0.849 2.875 1.355
C -0.943 2.121 -2.270
C -1.109 2.529 -3.731
C 0.219 2.725 -4.460
C 1.108 3.828 -3.881
C 0.462 5.210 -3.822
C 0.076 5.761 -5.192
H -0.430 2.891 -1.693
H -1.914 1.957 -1.802
H -0.373 1.195 -2.184
H -1.710 3.441 -3.791
H -1.679 1.756 -4.254
H 0.020 2.931 -5.516
H 0.777 1.785 -4.437
H 2.022 3.889 -4.481
H 1.430 3.545 -2.875
H 1.164 5.901 -3.347
H -0.421 5.184 -3.178
H 0.950 5.827 -5.845
H -0.351 6.762 -5.104
H -0.667 5.132 -5.685

As for the charge: -1.


Looking at highest occupied orbital energy for the records above, in order, we have -9.80; -3.68 eV.